# C6H11N4

A gas-phase ion, C6H11N4 (charge +1) (ωB97M-V with the def2-TZVPD basis set, the Open Molecules 2025 dataset).

## Properties
Charge: +1
Total energy (eV): -12349.7585
Kohn-Sham gap (eV): 9.91
Energy above the lowest of the compared OMol25 structures with the same formula, charge and spin (kcal per mole): 108.6
E_LUMO (eV): -4.46

Cartesian coordinates (Å):
C: 1.26498 -0.81483 0.68943
C: 0.78724 0.06370 -0.42720
C: 1.30964 1.53247 -0.40411
C: 0.04838 2.44663 0.08228
N: -1.04095 1.48918 0.08758
N: -2.33261 1.74185 0.28918
N: -3.00785 0.64559 0.18428
N: -2.29091 -0.41738 -0.08176
C: -2.80153 -1.66480 -0.24136
C: -0.64038 0.27733 -0.28901
H: 1.08940 -1.87478 0.53214
H: 0.75211 -0.60064 1.66462
H: 2.36958 -0.60780 0.79174
H: 1.19982 -0.49003 -1.37965
H: 1.64386 1.83262 -1.40689
H: 2.14827 1.65409 0.31862
H: 0.11336 2.85280 1.09260
H: -0.14719 3.37900 -0.61235
H: -2.12690 -2.53630 -0.19408
H: -3.65728 -1.95003 0.41544
H: -3.30150 -1.56323 -1.27398